{"formula": "C41H42MoP2S", "method": "wB97M-V/def2-TZVPD", "homo_ev": [-12.81, -12.92], "de_lowest_ev": 2.4243, "orbital_gap_ha": [0.2045, 0.2368], "e_lumo_ev": [-7.2, -6.5], "spin_multiplicity": 3, "largest_force_ev_per_a": 2.68, "total_charge": 2, "symbols": ["Mo", "C", "C", "C", "C", "C", "C", "C", "C", "C", "H", "H", "H", "H", "H", "H", "H", "H", "H", "H", "H", "H", "H", "H", "H", "P", "P", "C", "C", "C", "C", "C", "C", "C", "C", "C", "C", "C", "C", "C", "C", "C", "C", "C", "C", "C", "C", "C", "C", "C", "C", "C", "C", "H", "H", "H", "H", "H", "H", "H", "H", "H", "H", "H", "H", "H", "H", "H", "H", "H", "H", "H", "H", "H", "H", "S", "C", "C", "C", "C", "C", "C", "H", "H", "H", "H", "H"], "xyz": [[-0.7172, 0.9620, 0.0948], [-2.2321, 1.1422, -3.2725], [-2.0106, -0.1232, -2.8581], [-1.3064, -1.1271, -3.7024], [0.0563, -0.6271, -4.2440], [0.7974, 0.2888, -3.3126], [0.5681, 1.5946, -3.1564], [-0.1710, 2.3506, -4.2302], [-1.6211, 1.8323, -4.4376], [1.3374, -0.0619, 1.8897], [-3.0827, 1.7252, -2.8758], [-2.5825, -0.6089, -2.0578], [-1.9716, -1.3811, -4.5527], [-1.1771, -2.0744, -3.1576], [0.6797, -1.5097, -4.4568], [-0.1280, -0.1395, -5.2151], [1.6844, -0.1657, -2.8756], [1.1031, 2.1797, -2.4028], [0.3455, 2.2799, -5.2068], [-0.1908, 3.4261, -4.0148], [-2.2394, 2.7116, -4.6791], [-1.6729, 1.1662, -5.3173], [0.5023, 0.6837, 1.6482], [1.8630, 0.3367, 2.7763], [0.8714, -1.0101, 2.1952], [-0.9498, -1.4782, 0.4893], [2.4986, -0.2439, 0.5050], [0.3908, -1.8472, -0.5965], [1.6442, -1.2193, -0.7135], [-2.3133, -2.6876, 0.5319], [-2.6945, -3.5686, -0.5070], [-3.5995, -4.5978, -0.2588], [-4.1582, -4.7468, 1.0169], [-3.9122, -3.8006, 2.0185], [-3.0497, -2.7480, 1.7508], [-2.5432, 0.9683, -0.6398], [-2.1109, 2.3498, -0.9016], [-3.1287, 3.3262, -0.7677], [-4.4507, 2.9435, -0.5039], [-4.8173, 1.5873, -0.3334], [-3.8254, 0.5914, -0.2283], [3.9836, -1.2136, 0.9196], [3.8355, -2.5544, 1.3426], [4.9396, -3.3976, 1.3625], [6.2028, -2.9129, 1.0321], [6.3748, -1.5518, 0.7388], [5.2698, -0.6958, 0.6909], [2.9172, 1.4716, 0.0673], [2.6355, 2.5224, 0.9669], [2.8281, 3.8460, 0.5830], [3.2623, 4.1503, -0.7067], [3.4777, 3.1155, -1.6163], [3.3879, 1.7797, -1.2195], [0.1688, -2.6237, -1.3320], [2.3263, -1.6603, -1.4612], [-2.2727, -3.4231, -1.5019], [-3.8497, -5.3080, -1.0446], [-4.7629, -5.6135, 1.2482], [-4.3709, -3.8932, 3.0114], [-2.9094, -1.9502, 2.4840], [-1.2040, 2.6355, -1.4891], [-2.8392, 4.3712, -0.9514], [-5.2326, 3.6980, -0.4153], [-5.8792, 1.3082, -0.2593], [-3.9778, -0.4516, 0.1037], [2.8428, -2.9119, 1.6066], [4.8027, -4.4507, 1.6405], [7.0675, -3.5844, 1.0413], [7.3758, -1.1506, 0.5435], [5.3927, 0.3653, 0.4517], [2.2743, 2.3083, 1.9782], [2.6428, 4.6422, 1.3068], [3.4220, 5.1944, -1.0015], [3.7291, 3.3261, -2.6543], [3.6849, 0.9827, -1.9049], [-1.5986, 1.5532, 2.2801], [-1.1787, 0.8446, 3.8468], [-1.0948, -0.5357, 4.1338], [-0.6092, -0.9773, 5.3679], [-0.2666, -0.0678, 6.3709], [-0.4355, 1.2960, 6.1291], [-0.9376, 1.7445, 4.9149], [-1.3983, -1.2655, 3.3910], [-0.5013, -2.0421, 5.5704], [0.0994, -0.4235, 7.3346], [-0.1786, 2.0222, 6.9064], [-1.1317, 2.8020, 4.7522]], "atomic_forces_ev_per_a": [[-0.95, -1.75, 1.59], [-1.52, -0.77, -0.03], [-1.14, 0.06, -1.15], [0.57, -0.27, -0.19], [0.26, -0.30, -0.85], [0.66, -0.34, -0.03], [0.71, 0.26, -0.79], [-0.67, 0.22, 0.15], [-0.25, 0.32, -0.97], [0.35, 0.22, 0.41], [0.73, -0.61, 0.16], [0.02, 0.53, -0.47], [0.38, 0.11, 0.29], [0.06, 0.29, -0.03], [-0.14, 0.33, -0.02], [0.24, -0.13, 0.34], [-0.52, 0.19, 0.57], [0.19, -0.21, -0.35], [0.02, -0.15, 0.58], [-0.05, -0.22, 0.16], [0.10, -0.42, -0.03], [0.10, 0.33, 0.27], [1.28, -0.82, 1.15], [-0.15, 0.05, -0.43], [0.25, 0.37, -0.28], [-0.05, 0.86, 0.39], [0.26, -0.15, 1.06], [0.93, 0.38, -0.66], [-1.20, -1.32, 0.20], [-1.06, -0.11, -0.42], [0.43, 0.37, 0.29], [0.01, 0.08, 0.32], [0.38, 0.16, 0.03], [-0.09, -0.06, -0.24], [0.86, 0.36, -0.30], [0.55, 2.00, 1.69], [-2.00, -0.56, 0.28], [0.25, 0.02, 0.19], [0.33, -0.14, -0.08], [0.31, -0.39, 0.14], [0.32, 0.62, -1.09], [0.11, -0.04, 0.20], [-0.08, 0.54, -0.55], [-0.30, -0.30, 0.26], [0.21, 0.50, 0.02], [0.02, -0.09, 0.11], [-0.20, -0.08, -0.24], [-0.14, 0.04, -0.34], [-0.20, -0.33, 0.06], [0.15, 0.07, 0.16], [-0.21, -0.02, -0.06], [0.38, -0.26, -0.09], [-0.16, 0.12, 0.19], [0.42, -0.03, 0.05], [-0.41, 0.42, 0.29], [0.00, -0.28, 0.20], [0.05, 0.20, 0.15], [-0.13, 0.07, -0.13], [0.12, 0.09, -0.57], [0.01, -0.44, -0.08], [-0.51, -0.21, 0.49], [-0.49, -0.46, 0.05], [0.27, -0.15, -0.22], [0.58, 0.29, 0.37], [-0.27, 0.74, -0.34], [0.17, -0.17, -0.12], [0.12, 0.53, -0.10], [-0.37, 0.29, -0.03], [-0.46, -0.20, 0.08], [0.05, -0.42, 0.00], [0.15, 0.16, -0.42], [0.07, -0.25, -0.25], [-0.16, -0.50, 0.08], [0.17, 0.06, 0.29], [-0.28, 0.25, 0.06], [-0.31, 0.51, -1.10], [0.58, -0.68, 1.23], [0.30, 0.51, -0.16], [-0.17, 0.17, 0.17], [-0.03, 0.03, -0.36], [-0.15, -0.02, 0.35], [0.18, -0.13, -0.88], [0.31, 0.12, 0.03], [-0.15, 0.20, -0.15], [-0.04, 0.13, -0.32], [-0.23, -0.26, -0.29], [0.24, -0.11, 0.03]]}